DFT (ωB97M-V with the def2-TZVPD basis set) results for a cluster of 9 separate species, C30H72N9O8S in total in a non-equilibrium geometry.

Structure (ORCA input):
```
! wB97M-V def2-TZVPD RIJCOSX def2/J DEFGRID3
* xyz 1 1
C 0.86 -6.23 1.57
C 1.14 -4.97 0.77
C -0.11 -4.32 0.21
C -0.80 -3.41 1.21
N -2.01 -2.77 0.59
S -3.49 -3.42 0.99
C -3.71 -5.09 0.33
C -5.06 -5.58 0.87
H 1.78 -6.77 1.73
H 0.41 -5.99 2.53
H 0.20 -6.87 0.99
H 1.74 -5.28 -0.08
H 1.76 -4.26 1.32
H 0.15 -3.71 -0.65
H -0.81 -5.09 -0.11
H -0.14 -2.59 1.45
H -1.07 -3.92 2.13
H -1.90 -2.78 -0.42
H -3.33 -3.67 2.30
H -2.90 -5.73 0.67
H -3.73 -5.03 -0.75
H -5.16 -6.65 0.74
H -5.14 -5.31 1.92
H -5.85 -5.03 0.36
C 1.03 0.39 1.15
C 1.88 -0.62 0.41
O 2.10 -1.75 0.88
N 2.39 -0.26 -0.77
C 2.24 1.01 -1.46
H 0.70 -0.05 2.09
H 1.60 1.29 1.37
H 0.16 0.67 0.55
H 2.95 -0.97 -1.22
H 1.78 0.84 -2.43
H 3.22 1.45 -1.61
H 1.62 1.70 -0.88
C -0.20 5.60 0.27
C 0.67 4.63 -0.48
O 0.89 3.49 -0.07
N 1.20 5.06 -1.65
C 1.05 6.36 -2.28
H -0.56 5.13 1.18
H 0.37 6.49 0.55
H -1.06 5.90 -0.33
H 1.77 4.37 -2.11
H 0.60 6.23 -3.27
H 2.03 6.83 -2.40
H 0.42 7.00 -1.69
C -5.55 -0.56 0.89
C -6.20 0.61 0.19
O -5.57 1.34 -0.55
N -7.53 0.81 0.41
C -8.43 0.04 1.25
H -4.50 -0.58 0.62
H -5.62 -0.44 1.98
H -6.02 -1.49 0.59
H -7.90 1.60 -0.10
H -9.25 -0.37 0.65
H -8.86 0.69 2.02
H -7.91 -0.77 1.73
C 5.49 -2.64 -2.16
C 5.23 -1.31 -2.82
O 4.09 -0.88 -2.99
N 6.30 -0.59 -3.22
C 7.71 -0.93 -3.10
H 4.54 -3.10 -1.90
H 6.02 -3.31 -2.84
H 6.08 -2.52 -1.25
H 6.06 0.29 -3.65
H 8.22 -0.17 -2.50
H 8.18 -0.96 -4.08
H 7.85 -1.90 -2.62
C 8.90 -1.40 -7.40
C 10.14 -1.56 -6.55
O 10.22 -1.10 -5.42
N 11.18 -2.25 -7.08
C 11.27 -2.86 -8.40
H 8.16 -0.83 -6.84
H 9.13 -0.86 -8.31
H 8.48 -2.37 -7.65
H 11.97 -2.32 -6.47
H 11.45 -3.93 -8.30
H 12.10 -2.42 -8.95
H 10.36 -2.71 -8.96
C 1.82 -9.95 5.40
C 2.75 -10.99 4.83
O 2.98 -12.04 5.39
N 3.34 -10.70 3.63
C 3.19 -9.51 2.82
H 1.43 -10.33 6.35
H 2.34 -9.02 5.59
H 0.98 -9.77 4.73
H 3.96 -11.43 3.30
H 2.80 -9.79 1.84
H 4.16 -9.02 2.69
H 2.50 -8.81 3.28
C -4.25 8.41 1.82
C -2.74 8.37 1.87
O -2.05 8.84 0.97
N -2.16 7.80 2.96
C -2.81 7.20 4.11
H -4.56 8.89 0.90
H -4.66 7.40 1.84
H -4.64 8.97 2.67
H -1.15 7.81 2.93
H -2.50 7.73 5.02
H -2.51 6.16 4.20
H -3.89 7.26 4.02
C -8.25 10.67 2.73
C -8.08 9.20 3.03
O -7.63 8.80 4.10
N -8.43 8.31 2.06
C -8.96 8.60 0.74
H -7.93 11.24 3.60
H -7.65 10.96 1.87
H -9.30 10.90 2.53
H -8.29 7.35 2.32
H -9.94 8.13 0.62
H -8.29 8.19 -0.03
H -9.06 9.66 0.58
*
```

## Properties
LUMO (eV): -2.9
HOMO-LUMO gap (eV): 7.73

DFT (ωB97M-V with the def2-TZVPD basis set) results for a cluster of 10 separate species, C30H74N18O11Si in total in a non-equilibrium geometry.

Structure (ORCA input):
```
! wB97M-V def2-TZVPD RIJCOSX def2/J DEFGRID3
* xyz 0 1
C -1.53 -4.99 3.21
C -0.59 -5.09 2.29
Si 0.39 -5.27 0.62
C 1.36 -3.64 0.26
C 1.07 -2.58 1.48
C 1.82 -1.16 1.18
C 0.82 -0.06 0.53
C 1.13 0.28 -1.02
C 2.04 1.62 -1.22
C 3.41 1.56 -0.31
C -0.84 -5.48 -0.87
C -1.67 -4.07 -1.06
C -3.04 -4.36 -1.90
C -2.90 -3.67 -3.34
C -4.40 -4.01 -1.10
C -5.25 -2.78 -1.69
C -6.73 -2.69 -0.99
C -6.96 -2.67 0.43
C -6.50 -3.82 1.47
C -7.81 -1.43 1.09
C 1.54 -6.82 0.78
C 3.10 -6.47 0.59
O 3.69 -6.77 -0.49
O 3.89 -5.80 1.60
H -2.37 -4.72 3.96
H 2.49 -3.79 0.13
H 0.96 -3.10 -0.70
H -0.06 -2.36 1.52
H 1.41 -3.06 2.46
H 2.71 -1.30 0.46
H 2.13 -0.75 2.22
H -0.29 -0.40 0.60
H 0.88 0.93 1.13
H 1.60 -0.63 -1.53
H 0.11 0.46 -1.53
H 2.33 1.74 -2.33
H 1.35 2.50 -0.90
H 4.03 0.64 -0.60
H 3.11 1.49 0.81
H 3.98 2.56 -0.47
H -0.21 -5.74 -1.79
H -1.52 -6.36 -0.59
H -1.85 -3.61 -0.02
H -0.98 -3.39 -1.70
H -3.05 -5.51 -2.09
H -2.01 -4.19 -3.90
H -2.70 -2.54 -3.32
H -3.84 -3.91 -3.98
H -5.08 -4.95 -0.94
H -4.08 -3.70 -0.02
H -4.69 -1.81 -1.38
H -5.46 -2.84 -2.82
H -7.66 -2.61 -1.69
H -5.35 -3.80 1.68
H -6.98 -3.68 2.52
H -6.75 -4.87 1.05
H -7.53 -1.29 2.21
H -7.67 -0.45 0.49
H -8.93 -1.75 1.07
H 1.24 -7.58 -0.05
H 1.44 -7.36 1.81
H 3.93 -4.83 1.41
N -2.82 0.89 -5.01
C -1.84 0.63 -4.11
N -0.84 1.54 -4.08
O -1.86 -0.36 -3.39
H -2.82 1.70 -5.61
H -3.59 0.24 -5.06
H -0.09 1.38 -3.43
H -0.81 2.35 -4.67
N 3.09 2.72 5.05
C 3.66 2.26 3.91
N 4.86 1.66 4.08
O 3.12 2.38 2.82
H 3.51 2.63 5.96
H 2.19 3.18 4.97
H 5.31 1.30 3.26
H 5.31 1.56 4.97
N 5.29 5.01 5.25
C 6.27 4.74 6.14
N 7.27 5.65 6.18
O 6.25 3.75 6.86
H 5.29 5.82 4.65
H 4.53 4.36 5.19
H 8.02 5.49 6.84
H 7.31 6.47 5.60
N 2.02 4.89 -3.26
C 2.47 4.04 -4.21
N 3.49 4.52 -4.96
O 1.99 2.93 -4.38
H 2.40 5.81 -3.11
H 1.26 4.57 -2.68
H 3.85 3.91 -5.68
H 3.89 5.43 -4.84
N -5.62 -4.08 -7.27
C -6.56 -3.93 -6.30
N -7.35 -5.01 -6.10
O -6.68 -2.90 -5.66
H -5.51 -4.92 -7.81
H -5.02 -3.30 -7.45
H -8.05 -4.94 -5.39
H -7.26 -5.87 -6.62
N 0.51 6.62 6.88
C 0.97 5.77 5.93
N 1.99 6.26 5.18
O 0.50 4.66 5.76
H 0.89 7.54 7.03
H -0.25 6.30 7.46
H 2.36 5.66 4.46
H 2.39 7.17 5.31
N 2.75 7.26 0.53
C 2.40 6.57 1.64
N 1.13 6.10 1.63
O 3.16 6.38 2.57
H 2.14 7.43 -0.25
H 3.69 7.63 0.50
H 0.82 5.58 2.43
H 0.48 6.25 0.87
N -3.69 -4.17 8.03
C -3.12 -4.62 6.89
N -1.92 -5.23 7.05
O -3.65 -4.49 5.79
H -3.28 -4.27 8.94
H -4.59 -3.72 7.95
H -1.47 -5.58 6.23
H -1.47 -5.35 7.94
N 5.24 6.35 -8.54
C 4.84 5.06 -8.59
N 5.07 4.44 -9.77
O 4.31 4.50 -7.64
H 5.67 6.83 -9.31
H 5.09 6.85 -7.68
H 4.78 3.47 -9.84
H 5.50 4.88 -10.56
*
```

## Properties
LUMO (eV): 0.2
HOMO-LUMO gap (eV): 6.88
SMILES string: C#C[Si@](CCCCCCC)(CC[C@H](C)CCC=C(C)C)CC(=O)O.NC(N)=O.NC(N)=O.NC(N)=O.NC(N)=O.NC(N)=O.NC(N)=O.NC(N)=O.NC(N)=O.NC(N)=O